Record 1
Density functional theory data (ωB97M-V/def2-TZVPD) for a 6-piece molecular cluster, C18H17BN5O10 overall.

Summary:
- LUMO (spin up / spin down) (eV) = -3.366 / -7.450
- spin multiplicity = 2
- E_HOMO (spin up / spin down) (eV) = -10.8 / -10.8
- gap between HOMO and LUMO (spin up / spin down) (eV) = 7.41 / 3.31

Each line ends with the natural charge from an NBO analysis.
Cartesian coordinates (Å):
H -10.352343 -12.462994 -2.011831  0.2577
O -11.288443 -12.825478 5.056152  -0.3322
C -12.277666 -15.376094 0.914415  0.2660
H -10.519386 -10.998284 -3.169802  0.2660
O -6.540027 -10.033518 1.305778  -0.5050
O -9.344907 -14.985141 4.621967  -0.2096
O -5.649509 -13.887179 10.655881  -0.3775
O -7.908342 -11.261952 2.679543  -0.6340
N -13.348100 -15.411928 1.254458  -0.3016
C -8.124840 -13.451532 8.100664  -0.1995
C -12.141813 -10.239694 1.559225  -0.7081
H -11.285898 -9.853582 1.005656  0.2495
H -6.995674 -11.795995 10.745089  0.2519
C -9.239254 -12.683077 7.721538  -0.2114
C -10.875756 -15.396060 0.616947  -0.7231
C -12.215999 -11.892607 -2.332507  0.2762
H -9.581512 -18.484922 6.769460  0.2616
O -5.892755 -14.716328 8.589988  -0.3456
H -7.886892 -14.363546 7.573402  0.2386
O -8.597834 -13.633683 3.020104  -0.5056
O -10.180731 -11.940344 3.315369  -0.5374
H -8.951095 -10.264603 10.057742  0.2272
H -10.441763 -15.487772 1.612602  0.2251
N -14.075012 -8.664416 0.590242  -0.3232
C -7.607144 -11.959101 9.869936  -0.1835
H -10.561492 -14.593116 -0.049848  0.2682
C -10.442737 -12.879804 4.172434  0.7037
C -10.841802 -11.994024 -2.865406  -0.7177
H -9.898617 -12.991505 6.923717  0.2118
N -6.833672 -18.874107 5.094493  -0.3139
C -7.827686 -18.460887 5.553832  0.2764
C -7.497121 -10.840002 1.523061  0.6662
H -12.333598 -11.287823 1.329595  0.2558
H -8.838223 -16.894135 6.486688  0.2509
C -8.662499 -11.139352 9.493887  -0.2009
C -9.061047 -17.863469 6.040760  -0.7285
B -8.989225 -12.283231 2.468171  1.1631
H -9.811692 -17.878406 5.250566  0.2539
C -13.239638 -9.316651 1.067637  0.2787
C -8.396888 -11.505533 0.443100  0.6604
N -6.236238 -14.020186 9.529578  0.5184
H -10.304749 -10.812154 8.302939  0.2255
C -9.442279 -14.024269 3.845158  0.6994
H -10.573889 -16.323426 0.130149  0.2657
H -10.765273 -12.782107 -3.614511  0.2544
H -12.133618 -10.064875 2.635085  0.2452
N -13.354100 -11.911948 -1.960466  -0.3377
O -9.364150 -12.209165 1.009730  -0.6564
C -7.398629 -13.134441 9.200226  0.0307
C -9.524497 -11.538942 8.474350  -0.1831
O -8.313214 -11.339556 -0.773751  -0.5129

Atomic forces in eV per Å
H 0.9492 0.7683 -0.0131
O 2.5388 -1.0104 -2.2982
C 1.9791 -0.0723 -1.0914
H 0.5022 -0.4164 0.1065
O -4.4062 -3.6366 0.9789
O -0.8917 1.5808 -1.8727
O -1.8705 -0.6416 -3.4000
O -1.4294 -1.9380 1.2503
N -3.0783 0.0264 0.9510
C -1.6694 -0.6893 -1.3543
C -1.5282 1.6803 -0.5113
H 0.4398 -0.3704 0.5128
H 0.0638 0.3986 0.0063
C 0.3665 0.2948 0.9439
C 0.5207 -0.7381 -0.1716
C -5.1289 -0.3948 0.6990
H 0.5622 -0.1147 0.4164
O 0.3953 -0.1482 1.4208
H -0.0064 0.0354 -0.1072
O 0.3077 0.4401 -1.7177
O 0.6310 -1.0294 0.0499
H 0.4038 0.1250 0.0741
H 0.7827 0.6300 -0.1972
N 1.3670 -0.8352 0.9623
C -0.0380 0.1650 1.1420
H 0.1484 0.2476 0.6284
C -4.5687 3.1182 2.1221
C -1.0779 -0.6410 1.0778
H 0.1337 -0.0575 0.0111
N -2.3278 0.9164 1.1371
C 2.3291 -0.9983 -1.1804
C 4.3489 3.4977 -2.5264
H -0.1690 0.2267 -0.1347
H -0.3332 0.0067 -0.2558
C -0.3123 -0.7519 0.1876
C -0.5096 -0.5790 0.2370
B 0.0582 2.4855 -1.3800
H 0.2642 0.7179 -0.3078
C -0.8290 -0.4599 -0.8515
C 0.7516 1.6115 -4.2965
N 1.1924 1.0936 1.4562
H -0.4778 -0.4935 -0.5245
C 2.0465 -3.5424 3.6454
H -0.3179 -0.1088 -0.1225
H -0.3108 0.4805 -0.4598
H 0.6426 -0.1963 -0.0605
N 5.1231 0.2123 -1.3928
O 0.6117 -1.0755 2.7930
C 0.9603 0.1815 0.3289
C 0.8834 0.4594 -0.0991
O -0.0230 -0.4605 3.1878



Record 2
Density functional theory data (ωB97M-V/def2-TZVPD) for the molecule C18H17Cl2F2NO4.

Summary:
- SMILES = [O-][n+]1cc(Cl)c(C[C@H](O)c2ccc(OC(F)F)c(OCC3CC3)c2)c(Cl)c1
- LUMO (eV) = -0.198
- E_HOMO (eV) = -8.8
- gap between HOMO and LUMO (eV) = 8.58

Each line ends with the natural charge from an NBO analysis.
Cartesian coordinates (Å):
C -1.575194 2.738273 -0.526463  0.2113
H 1.451992 -1.259325 3.428823  0.2209
O -2.686769 -1.882165 -2.508511  -0.7086
H -1.461939 -0.809465 3.516836  0.2168
C -0.794580 0.487845 -0.356344  -0.3128
Cl 1.429652 0.216183 -2.751677  0.0396
H -2.732776 -2.879633 -2.477419  0.4729
H -3.113692 3.124004 -1.872447  0.2371
C -0.502408 -2.131770 -2.106649  -0.4222
H 2.478475 -3.751453 1.109613  0.2477
H 1.485388 0.292328 1.247777  0.1680
C 1.792241 -1.024454 -1.539181  -0.0021
C -0.540448 -0.598101 2.937833  -0.4161
O -1.642227 4.024394 -0.098415  -0.5020
C -0.605231 1.794515 0.029756  0.3361
C 1.093722 -3.005409 -0.315259  -0.0255
C -2.533819 0.982376 -1.862955  -0.2014
F 0.041959 5.374587 0.361632  -0.3316
H 2.047645 1.548508 2.141127  0.2102
H -0.161970 -0.246445 0.042637  0.2154
H 3.936092 -0.498597 -1.017283  0.2595
H -3.197950 0.554701 -2.609423  0.2334
H 0.375016 -0.738829 4.809903  0.2278
C 0.284414 0.665030 2.997572  -0.2696
C 2.313235 -2.872837 0.444590  -0.0619
H -0.301828 -1.755954 -3.035399  0.2308
C 0.722843 -0.578899 3.814555  -0.4263
C 3.020889 -1.069740 -0.850016  -0.0595
H -1.916407 -1.939466 -0.491041  0.1783
H -0.608760 -1.162760 1.961332  0.1938
H 0.212941 4.003119 -1.257761  0.1388
C -0.513413 4.725594 -0.694397  0.7838
O 4.316726 -1.936059 0.652659  -0.5188
C -1.737331 -1.513868 -1.493760  0.0941
Cl 0.199564 -4.461271 -0.063740  0.0542
O 0.425133 2.127526 0.971232  -0.5238
H -0.286892 1.447693 3.427180  0.2342
C -2.543757 2.307180 -1.471155  -0.2430
F -0.849725 5.664563 -1.574127  -0.3246
C 0.835786 -2.005560 -1.276143  -0.1060
N 3.203863 -1.934387 0.149200  0.1193
H -0.721714 -3.191422 -2.343540  0.2155
C -1.680718 0.040923 -1.242441  -0.0247
C 1.041973 1.128529 1.791288  -0.0591

Atomic forces in eV per Å
C 0.4525 -2.6628 0.7523
H 0.8699 0.2137 0.0708
O -0.9852 -0.9100 1.0922
H 0.4978 0.9703 -0.4635
C 1.5828 0.4936 1.3475
Cl 0.7178 -0.8084 0.7947
H -0.1184 1.6930 -0.1308
H -0.5821 -0.1832 -0.2794
C 2.2662 -0.9751 2.7642
H 0.7742 1.4472 -0.2532
H -0.7020 -0.3984 -0.5766
C 0.8616 -0.0695 0.4577
C -0.5174 -1.4424 -1.0275
O 2.1605 1.6933 -1.6894
C -0.8039 0.9936 0.5504
C 2.9412 1.9917 0.4168
C -0.3587 -1.5630 -0.2173
F 0.2607 -0.2943 -0.7413
H -1.5760 0.3340 -0.3264
H 0.8600 -0.6734 0.8610
H -0.6948 0.1416 -0.1759
H -0.1568 0.4734 0.0374
H 0.5953 0.4669 0.7555
C -1.1612 -1.4219 0.0537
C -3.7603 -2.8575 -0.5576
H 0.1966 1.5166 -2.3653
C -1.7455 0.3129 -1.9872
C -1.7274 1.6697 -1.8994
H -0.3336 -0.1922 -0.4042
H 0.5983 0.5496 1.2000
H -1.1838 1.1456 1.4709
C 0.5549 -1.1503 1.2508
O 3.0771 -0.1491 2.2387
C 0.1104 0.9907 -0.6961
Cl -0.1735 0.5724 -0.0975
O -1.5733 0.1247 -1.0892
H 0.1660 0.8160 1.0187
C 2.2591 -0.0094 1.0556
F -0.8020 0.1103 -0.1588
C -2.5113 -1.7948 -0.7395
N -0.6960 -0.8334 -0.8981
H 0.3004 0.2794 0.7108
C -2.4249 -0.6968 -2.4859
C 2.4847 0.0858 0.3603



Record 3
Density functional theory data (ωB97M-V/def2-TZVPD) for the molecule C18H17Cl2NO3.

Summary:
- SMILES = CN1O[C@@H](COC(=O)c2ccc(Cl)cc2Cl)C[C@H]1c1ccccc1
- LUMO (eV) = 0.122
- E_HOMO (eV) = -8.6
- gap between HOMO and LUMO (eV) = 8.68
- energy above the lowest of the compared OMol25 structures with the same formula, charge and spin (kJ/mol) = 263.0

Each line ends with the natural charge from an NBO analysis.
Cartesian coordinates (Å):
C 4.338411 -0.571610 -0.014944  -0.2629
C 3.819010 1.771703 0.211070  -0.2475
C -3.552114 3.480884 -0.768341  -0.2173
H -1.246243 -2.764889 0.953103  0.2048
C -5.370477 -1.935700 0.304397  -0.4200
H -5.532611 -2.309930 1.324359  0.1725
C -3.614049 0.948833 0.380754  -0.0455
H -3.522438 4.463520 -1.215696  0.2110
C -3.798083 2.366937 -1.551024  -0.2169
H -3.151331 4.195850 1.209502  0.2105
H -5.555718 -2.740829 -0.403413  0.2157
H -1.693518 -0.590029 -1.156516  0.2195
N -4.033020 -1.448022 0.086017  -0.1733
Cl 6.407859 1.066258 0.475910  0.0307
O -0.160928 0.972701 -0.502847  -0.5979
O -3.113519 -2.562344 0.238144  -0.3945
C 2.048549 0.170684 -0.232568  -0.2166
Cl 2.587996 -2.501603 -0.500343  0.0522
H -2.161932 -1.175492 2.494072  0.2175
C -3.375300 2.071950 1.162827  -0.2089
H -1.260236 -2.287557 -1.546748  0.2029
C 2.491874 1.477164 -0.008856  -0.1200
H -4.023414 0.234065 -1.585145  0.2220
H -3.962662 2.477847 -2.612993  0.2099
H -1.466846 -0.006360 1.354904  0.2364
H 5.059887 -1.372750 -0.019994  0.2429
C 0.582025 0.021127 -0.453359  0.7933
C -2.172713 -0.826005 1.461749  -0.4304
H 4.140534 2.786029 0.383013  0.2338
H -4.255610 -0.392494 1.917693  0.1958
H -3.208643 1.956872 2.225038  0.2056
C -1.198626 -1.496102 -0.795836  -0.1109
C 4.742661 0.734040 0.206269  -0.0077
C -3.342973 3.330472 0.591840  -0.2012
C -3.599047 -0.414758 1.033173  -0.0896
O 0.185181 -1.243426 -0.585139  -0.4999
C -3.829475 1.106661 -0.980367  -0.1678
H 1.747239 2.259026 -0.015244  0.2491
C -1.867582 -1.984198 0.503560  0.0666
C 2.996482 -0.856572 -0.232776  0.0231
H -6.056391 -1.114212 0.105665  0.2130

Atomic forces in eV per Å
C 0.0473 0.0457 0.0152
C 0.1234 -0.0893 0.0047
C -0.0035 0.0901 -0.1169
H -0.0669 0.0911 -0.0311
C 0.1490 -0.3085 0.0382
H 0.0261 0.0158 0.0219
C -0.1443 0.0303 -0.0298
H -0.0025 0.0780 -0.0333
C 0.0192 0.1175 -0.0477
H 0.0118 0.0710 0.0463
H -0.1270 0.0109 -0.0104
H 0.0952 -0.1852 -0.0413
N 0.4673 0.1311 -0.1699
Cl 0.2586 0.0503 0.0422
O 0.0938 -0.1325 0.0159
O -0.6345 -0.2243 0.1351
C 0.2112 0.0067 0.0286
Cl 0.3448 -0.5031 -0.0357
H -0.0196 0.0004 -0.0353
C -0.0382 -0.0187 -0.0500
H 0.0315 0.1053 0.0828
C -0.0910 -0.1677 -0.0329
H 0.0026 -0.0581 -0.0427
H -0.0151 0.0127 -0.0833
H -0.0120 0.0289 0.0416
H 0.0560 -0.0532 0.0009
C -0.2558 0.3493 -0.0633
C -0.0120 -0.3821 0.0056
H 0.0470 0.0834 0.0169
H 0.0747 -0.0510 -0.1145
H 0.0171 -0.0028 0.1287
C -0.8079 -0.0849 -0.1185
C -0.4622 -0.1057 -0.0776
C 0.0393 0.0468 0.1144
C 0.1220 0.0603 0.1259
O 0.0676 0.0409 0.2058
C -0.0576 -0.0443 0.0498
H -0.0268 0.0424 0.0001
C 0.5422 0.4496 -0.0283
C -0.0401 0.4351 0.0599
H -0.0307 0.0179 -0.0182



Record 4
Density functional theory data (ωB97M-V/def2-TZVPD) for C18H17Cl2NO3S as an isolated structure.

Summary:
- LUMO (eV) = 0.459
- E_HOMO (eV) = -7.7
- gap between HOMO and LUMO (eV) = 8.18
- energy above the lowest of the compared OMol25 structures with the same formula, charge and spin (kJ/mol) = 1565.6

Each line ends with the natural charge from an NBO analysis.
Cartesian coordinates (Å):
O -1.762546 -0.754461 -4.109671  -0.5574
H 0.405427 4.548726 0.380156  0.1951
H -2.607268 -2.263206 -2.431235  0.2325
C 2.656966 0.075426 3.599434  -0.1894
H 1.156210 -4.531808 -0.770219  0.2295
H -0.538726 1.662442 -3.873436  0.2772
O 0.502396 1.983371 -1.752751  -0.5578
H -2.451318 0.403443 -1.344389  0.4135
H -2.466506 1.895766 -3.888527  0.2284
Cl -1.992216 -0.468245 1.125184  -0.0765
S 0.784085 3.261921 2.366692  0.2360
C -0.171928 -2.107441 1.323019  -0.2723
H -1.073694 1.974959 0.804523  0.3081
C 0.533347 -3.763333 -0.410304  -0.2333
O -1.682670 2.091550 -1.934463  -0.5151
H 0.081904 -1.530233 2.254229  0.2531
H 1.559158 1.088487 0.236112  0.1780
H -1.754092 3.664322 -0.056798  0.1722
C 0.472415 3.607847 0.402388  -0.4259
C -1.406268 -2.142488 -0.639554  -0.1519
H 1.414304 3.529660 -0.078803  0.2270
C -1.632189 1.425908 -3.492909  -0.1411
H -0.795171 -3.658964 -1.991224  0.1939
C -0.521421 2.239621 -1.434797  0.6399
H 1.374353 -3.668885 1.548723  0.2057
C 1.993193 1.224065 3.505633  -0.2315
C 2.854197 -0.820147 2.423770  -0.0828
C 2.619279 -0.291040 1.137023  -0.2364
C -0.540979 2.764067 -0.257714  -0.4304
C 1.515992 1.689256 2.247580  -0.1825
C -1.143597 -1.881325 0.568060  0.0786
H 3.032540 -0.418734 4.417111  0.2135
C 1.873443 0.790142 1.030846  -0.1595
C -0.646405 -3.145588 -0.960556  -0.1365
C 0.742814 -3.229744 0.886660  -0.1522
C -1.952265 0.035773 -3.326615  0.6129
H -3.534562 -1.624500 -1.044653  0.1490
Cl 3.528492 -2.321148 2.742403  0.0371
H 2.705301 -0.942628 0.326711  0.2268
H 1.696569 1.551864 4.323322  0.1961
N -2.409667 -0.413509 -2.147818  -0.6324
C -2.418895 -1.531190 -1.703141  -0.1390

Atomic forces in eV per Å
O 1.8764 -5.6665 -8.3859
H -1.8088 7.3996 0.0699
H 0.3553 -1.3306 -1.1296
C 0.9604 -4.5442 -4.9251
H 0.0931 -0.7959 -0.8504
H -2.6513 -0.6106 0.5578
O 12.6790 -4.5040 -7.3489
H -0.0452 -2.5348 -2.7411
H -1.0464 1.4713 -1.2243
Cl -1.7473 1.8379 0.9621
S -0.7048 0.2706 -3.3945
C 8.7265 -5.1817 4.6499
H 1.7167 1.9125 -3.7602
C -2.5342 3.5676 4.3344
O -2.7725 -1.7743 -5.9096
H -0.5763 -0.9424 -1.0727
H -3.4726 3.4284 -9.4036
H 3.0610 -2.5716 -0.8414
C 2.3498 -6.7792 2.2356
C -2.7257 -0.5665 -6.9967
H 1.3575 -0.9780 -0.1975
C 3.1482 2.9093 3.4718
H -0.2192 1.2355 1.2414
C -7.6912 0.4691 -0.3781
H 2.2293 -0.6892 1.7828
C 0.6706 -1.7955 -7.9787
C 0.0414 4.4572 1.5886
C 0.1387 -3.1868 2.9299
C -8.2800 6.0695 15.6893
C 2.1694 -3.1181 -1.1177
C -4.1725 7.3124 3.6448
H 0.3989 -0.3495 2.5300
C 0.8387 3.0190 11.4711
C 4.1506 -6.8999 -7.3174
C -3.4360 2.0779 -2.1733
C -0.3276 1.5676 5.7749
H 2.6265 -0.2413 -1.3553
Cl 0.6970 -1.2712 -0.0641
H 0.5085 -0.7623 -1.4440
H -2.4235 4.1077 7.2531
N 0.5113 17.4391 1.1979
C -4.6696 -13.4582 8.6249



Number 1: maximum force 6.126 eV/Å, energy -47538.8022 eV. Number 2: maximum force 4.756 eV/Å, energy -59095.9602 eV. Number 3: maximum force 0.821 eV/Å, energy -51618.2043 eV. Number 4: maximum force 18.750 eV/Å, energy -62439.8708 eV.